Below is a 7-piece molecular cluster, C11H35NO7 overall in a non-equilibrium geometry, with properties calculated with ωB97M-V/def2-TZVPD.

Output
Maximum force: 0.0533 Eh/bohr
Kohn-Sham gap (alpha / beta): 2.03 / 8.66 eV
Net charge: -1
Expectation value of S²: 0.75
2S+1: 2

Each line ends with the natural charge from an NBO analysis.
Geometry (Å):
C  2.93542  1.18364  1.94393  -0.716
C  3.27341  2.64780  1.63169  -0.139
O  3.72302  2.87665  0.30686  -0.836
H  3.62353  0.38049  1.68027  0.221
H  2.12366  1.01108  1.23726  0.193
H  2.64429  1.17223  2.99427  0.191
H  3.99617  2.91022  2.40424  0.140
H  2.36730  3.23865  1.76577  0.164
H  4.61076  2.55648  0.13074  0.428
C  -1.13743  0.08240  -0.97086  -0.673
C  -2.30597  -0.80762  -0.57847  0.126
C  -1.81948  -2.31713  -0.46809  -0.404
C  -1.01690  -2.64512  0.85543  -0.408
C  -1.83765  -2.18062  2.04220  -0.392
C  -2.35755  -0.76860  1.99355  0.095
N  -2.97840  -0.42551  0.67030  -0.201
O  -3.52365  0.86569  0.68011  -0.591
C  -3.48401  -0.79778  2.97867  -0.607
C  -1.22873  0.16978  2.37400  -0.645
C  -3.37776  -0.66017  -1.67959  -0.614
H  -1.34059  1.14880  -0.87290  0.214
H  -0.75638  -0.03072  -1.98581  0.235
H  -0.29491  -0.03457  -0.28926  0.209
H  -2.64660  -3.02683  -0.48531  0.190
H  -1.33120  -2.61528  -1.39586  0.221
H  -0.10582  -2.04678  0.85916  0.212
H  -0.73737  -3.69827  0.88460  0.209
H  -1.32162  -2.42043  2.97188  0.214
H  -2.71238  -2.81857  1.91583  0.190
H  -4.23285  -1.50467  2.62139  0.212
H  -3.10592  -0.86002  3.99909  0.207
H  -4.04004  0.13626  2.89793  0.209
H  -0.30267  -0.38299  2.53191  0.216
H  -1.04361  0.94242  1.62777  0.231
H  -1.50735  0.69650  3.28672  0.203
H  -2.87748  -0.90497  -2.61654  0.215
H  -3.75835  0.36116  -1.66739  0.211
H  -4.25535  -1.27458  -1.47851  0.198
H  -4.47125  0.79942  0.54130  0.464
O  1.82039  3.78190  -3.89588  -1.022
H  1.22156  3.81721  -3.14996  0.458
H  1.60042  4.55408  -4.41701  0.455
O  2.10485  0.83047  -1.91081  -1.013
H  2.16648  0.29003  -1.12318  0.481
H  2.24506  1.72479  -1.59978  0.475
O  0.93790  1.12758  -4.47586  -1.009
H  1.31024  0.91022  -3.62124  0.492
H  1.22397  2.02601  -4.64078  0.478
O  3.90632  -1.42538  -2.26200  -1.116
H  4.68865  -0.94461  -1.99170  0.362
H  3.60319  -0.96873  -3.04674  0.477
O  2.95013  -2.04039  0.41058  -1.035
H  3.29072  -2.89734  0.66721  0.448
H  3.54186  -1.74430  -0.28110  0.477